(1)
Computed, not measured: one molecule with the formula C4H9NO4 in a non-equilibrium geometry, with the ωB97M-V functional and the def2-TZVPD basis.

Results
Orbital gap = 11.1162 eV
Structure (SMILES) = CO[C@](N)(O)OC(C)=O
HOMO energy = -10.26 eV

Geometry (Å):
O  -0.160  1.540  0.390
O  1.396  0.000  -1.725
O  -0.638  -0.354  -0.707
O  1.043  -0.425  0.864
N  -1.185  -0.203  1.540
C  -0.256  0.175  0.551
C  0.049  -1.869  -2.395
C  0.115  2.262  1.586
C  0.436  -0.689  -1.557
H  -0.891  -1.667  -2.915
H  -0.087  -2.730  -1.749
H  0.825  -2.054  -3.132
H  -0.767  2.276  2.232
H  0.336  3.278  1.259
H  -2.065  -0.485  1.132
H  1.723  0.034  0.342
H  -0.839  -0.912  2.169
H  0.967  1.825  2.115

Need the natural (NBO) charges? In units of e they are: -0.528, -0.571, -0.558, -0.762, -0.872, 0.876, -0.721, -0.265, 0.831, 0.247, 0.240, 0.235, 0.189, 0.196, 0.388, 0.500, 0.392, 0.182


(2)
Computed, not measured: C4H9NO4S2 as an isolated structure in a non-equilibrium geometry, with the ωB97M-V functional and the def2-TZVPD basis.

Results
Orbital gap = 11.2421 eV
HOMO energy = -10.71 eV

Geometry (Å):
S  -1.408  1.738  0.391
S  1.108  0.697  -0.050
O  2.430  0.752  0.515
O  -1.938  1.006  1.525
O  0.945  0.974  -1.439
O  0.255  1.833  0.690
N  -1.818  3.315  0.837
C  -0.824  -1.306  -0.450
C  0.139  -0.661  0.521
C  0.439  -2.033  -0.072
C  1.552  -2.062  -1.182
H  -1.678  4.265  0.561
H  1.733  -3.066  -1.678
H  2.551  -1.740  -0.563
H  -2.060  3.093  1.772
H  -0.296  -0.488  1.586
H  -1.881  -1.389  -0.098
H  0.438  -2.784  0.605
H  1.235  -1.243  -1.931
H  -0.919  -0.902  -1.539

Need the natural (NBO) charges? In units of e they are: 1.682, 2.381, -0.897, -0.947, -0.936, -0.905, -1.072, -0.427, -0.591, -0.196, -0.647, 0.426, 0.233, 0.231, 0.400, 0.312, 0.247, 0.223, 0.244, 0.242


(3)
Computed, not measured: a 2-piece molecular cluster, C4H9NO5 overall in a non-equilibrium geometry, with the ωB97M-V functional and the def2-TZVPD basis.

Results
Orbital gap = 9.7179 eV
Structure (SMILES) = C/C(C(O)O)=[N+](/[O-])O.C=O
HOMO energy = -9.06 eV

Geometry (Å):
O  -0.313  1.681  -1.770
O  -0.364  0.963  2.301
O  0.991  1.812  0.088
O  1.138  -0.517  1.550
O  1.637  -0.734  -1.435
N  -0.055  1.270  -0.498
C  1.466  -1.743  -0.827
C  -0.635  0.274  0.038
C  -0.119  -0.116  1.435
C  -1.966  -0.322  -0.297
H  0.043  1.817  2.255
H  0.364  2.269  -2.001
H  1.828  0.059  1.022
H  2.261  -2.306  -0.290
H  -2.235  -1.162  0.305
H  -0.781  -0.856  1.879
H  0.595  -2.353  -0.749
H  -2.797  0.440  -0.144
H  -2.075  -0.693  -1.304

Need the natural (NBO) charges? In units of e they are: -0.510, -0.759, -0.618, -0.712, -0.516, 0.341, 0.305, 0.164, 0.369, -0.667, 0.503, 0.498, 0.518, 0.100, 0.230, 0.170, 0.100, 0.244, 0.238


(4)
Computed, not measured: an isolated ion of composition C4H9NOS and charge -1 in a non-equilibrium geometry, with the ωB97M-V functional and the def2-TZVPD basis.

Results
Expectation value of S² = 0.754
Orbital gap (alpha / beta) = 2.6213 / 6.7936 eV
Multiplicity = 2
Charge = -1
HOMO energy (alpha / beta) = 0.62 / -3.64 eV

Geometry (Å):
S  -2.520  -0.180  0.629
O  2.375  0.212  1.470
N  1.545  0.382  -1.771
C  1.921  0.867  0.499
C  0.130  -0.806  -0.076
C  0.798  0.488  -0.484
C  -1.334  -0.883  -0.634
H  2.205  -0.380  -1.647
H  0.698  -1.622  -0.553
H  0.843  0.204  -2.514
H  0.096  1.342  -0.502
H  -2.265  1.058  1.043
H  -0.021  -0.923  0.994
H  2.317  1.849  0.290
H  -1.475  -0.162  -1.423
H  -1.754  -1.867  -0.862

Need the natural (NBO) charges? In units of e they are: -0.189, -0.746, -0.903, 0.089, -0.438, -0.174, -0.482, 0.344, 0.200, 0.285, 0.168, 0.133, 0.230, 0.072, 0.198, 0.211


Number 1: calculated total energy -13974.040 eV. Number 2: calculated total energy -35641.176 eV. Number 3: calculated total energy -16016.243 eV. Number 4: calculated total energy -18664.718 eV.